Entry 1:
DFT (ωB97M-V/def2-TZVPD) results for an isolated molecule of C3H7ClO2Si in a non-equilibrium geometry.

Bonds (Å) are listed after each position.
Atoms and positions in Å:
1 C 1.91 -1.66 0.19  O4 1.179, O5 1.272, H8 1.234
2 C -1.60 -0.34 0.83  Si6 1.910, H9 1.091, H10 1.040, H11 1.033
3 C 0.19 2.04 -0.64  Si6 1.994, H12 1.083, H13 1.024, H14 1.145
4 O 3.04 -2.01 0.19  C1 1.179
5 O 1.52 -0.45 0.09  C1 1.272, Si6 1.965
6 Si -0.28 0.11 -0.47  C2 1.910, C3 1.994, O5 1.965, Cl7 1.983
7 Cl -0.82 -0.92 -2.07  Si6 1.983
8 H 0.96 -2.43 0.35  C1 1.234
9 H -1.40 -1.29 1.34  C2 1.091
10 H -1.53 0.31 1.64  C2 1.040
11 H -2.58 -0.30 0.50  C2 1.033
12 H -0.46 2.36 0.16  C3 1.083
13 H 1.19 2.17 -0.44  C3 1.024
14 H -0.13 2.42 -1.67  C3 1.145

Calculated values
- LUMO level (alpha / beta) (eV) = 0.568 / -2.743
- ⟨S²⟩ = 2.01
- 2S+1 = 3
- net charge = 0
- highest occupied orbital energy (alpha / beta) (Ha) = -0.1635 / -0.4011

These are the natural (NBO) partial charges, in e, on atoms 1 to 4: 0.199 -1.117 -1.037 -0.206

Entry 2:
DFT (ωB97M-V/def2-TZVPD) results for an isolated molecule of C4H11NOS in a non-equilibrium geometry.

Bonds (Å) are listed after each position.
Atoms and positions in Å:
1 N -0.45 0.09 -1.59  C2 1.441, H8 1.136, H9 1.023
2 C 0.31 -0.28 -0.43  N1 1.441, C3 1.533, C5 1.605, H10 1.102
3 C 0.28 -1.79 -0.13  C2 1.533, O4 1.454, H11 1.177, H12 1.065
4 O 0.55 -2.62 -1.29  C3 1.454, H13 0.985
5 C -0.34 0.28 0.93  C2 1.605, C6 1.462, H14 1.188, H15 1.109
6 C -0.48 1.74 0.95  C5 1.462, S7 1.735, H16 1.233, H17 1.122
7 S 0.88 2.64 1.55  C6 1.735, H18 1.417
8 H -1.58 0.20 -1.66  N1 1.136
9 H -0.06 0.02 -2.54  N1 1.023
10 H 1.37 0.01 -0.50  C2 1.102
11 H 1.24 -2.04 0.50  C3 1.177
12 H -0.53 -2.23 0.39  C3 1.065
13 H 0.68 -3.51 -0.88  O4 0.985
14 H 0.46 -0.09 1.71  C5 1.188
15 H -1.24 -0.29 1.23  C5 1.109
16 H -0.61 2.08 -0.23  C6 1.233
17 H -1.44 2.11 1.39  C6 1.122
18 H 0.95 3.71 0.62  S7 1.417

Calculated values
- LUMO level (eV) = 0.809
- SMILES = N[C@H](CO)CCS
- net charge = 0
- highest occupied orbital energy (Ha) = -0.3234

These are the natural (NBO) partial charges, in e, on atoms 1 to 4: -0.903 -0.067 -0.070 -0.730

Entry 3:
DFT (ωB97M-V/def2-TZVPD) results for an isolated molecule of C17H21N3O6 in a non-equilibrium geometry.

Bonds (Å) are listed after each position.
Atoms and positions in Å:
1 C -2.61 -2.68 -2.68  C2 1.527, H27 1.088, H28 1.087, H29 1.088
2 C -2.73 -1.16 -2.76  C1 1.527, C3 1.528, C4 1.534, H30 1.095
3 C -2.17 -0.66 -4.09  C2 1.528, H31 1.088, H32 1.087, H33 1.088
4 C -4.19 -0.70 -2.62  C2 1.534, C5 1.532, H34 1.092, H35 1.092
5 C -4.84 -1.06 -1.28  C4 1.532, N6 1.445, H36 1.093, H37 1.092
6 N -4.10 -0.54 -0.15  C5 1.445, C7 1.334, H38 1.014
7 C -4.37 0.66 0.37  N6 1.334, O8 1.208, N9 1.430
8 O -5.33 1.36 0.13  C7 1.208
9 N -3.42 1.13 1.33  C7 1.430, C10 1.354, H39 1.012
10 C -2.23 0.58 1.66  N9 1.354, O11 1.212, C12 1.536
11 O -1.82 -0.49 1.28  C10 1.212
12 C -1.40 1.44 2.63  C10 1.536, O13 1.415, H40 1.092, H41 1.095
13 O -0.02 1.28 2.34  C12 1.415, C14 1.347
14 C 0.30 1.53 1.06  O13 1.347, O15 1.209, C16 1.467
15 O -0.51 1.92 0.25  C14 1.209
16 C 1.72 1.30 0.75  C14 1.467, C17 1.338, H42 1.080
17 C 2.60 0.87 1.65  C16 1.338, C18 1.453, H43 1.082
18 C 4.02 0.62 1.42  C17 1.453, C19 1.399, C26 1.395
19 C 4.58 0.58 0.14  C18 1.399, C20 1.383, H44 1.078
20 C 5.93 0.34 -0.04  C19 1.383, C21 1.384, H45 1.079
21 C 6.76 0.14 1.06  C20 1.384, C22 1.390, H46 1.079
22 C 6.20 0.17 2.33  C21 1.390, N23 1.446, C26 1.386
23 N 7.05 -0.04 3.48  C22 1.446, O24 1.211, O25 1.211
24 O 8.22 -0.25 3.28  N23 1.211
25 O 6.53 0.01 4.58  N23 1.211
26 C 4.85 0.40 2.52  C18 1.395, C22 1.386, H47 1.080
27 H -1.58 -2.98 -2.87  C1 1.088
28 H -2.89 -3.05 -1.70  C1 1.087
29 H -3.25 -3.15 -3.42  C1 1.088
30 H -2.14 -0.72 -1.95  C2 1.095
31 H -2.73 -1.08 -4.92  C3 1.088
32 H -2.23 0.42 -4.15  C3 1.087
33 H -1.13 -0.95 -4.20  C3 1.088
34 H -4.23 0.39 -2.73  C4 1.092
35 H -4.79 -1.14 -3.42  C4 1.092
36 H -5.85 -0.63 -1.24  C5 1.093
37 H -4.92 -2.14 -1.16  C5 1.092
38 H -3.21 -0.96 0.09  N6 1.014
39 H -3.66 2.05 1.68  N9 1.012
40 H -1.53 1.07 3.65  C12 1.092
41 H -1.68 2.49 2.56  C12 1.095
42 H 1.98 1.52 -0.28  C16 1.080
43 H 2.26 0.70 2.67  C17 1.082
44 H 3.96 0.72 -0.72  C19 1.078
45 H 6.35 0.31 -1.03  C20 1.079
46 H 7.82 -0.05 0.95  C21 1.079
47 H 4.45 0.42 3.52  C26 1.080

Calculated values
- LUMO level (eV) = -0.958
- SMILES = CC(C)CCNC(=O)NC(=O)COC(=O)/C=C/c1cccc([N+](=O)[O-])c1
- net charge = 0
- highest occupied orbital energy (Ha) = -0.3556

These are the natural (NBO) partial charges, in e, on atoms 1 to 4: -0.609 -0.223 -0.596 -0.401

For each record above, in turn, the calculated DFT total energy values are -27715.7444, -18697.0941, -34723.8443 eV.
For each record above, in turn, the calculated relative energy (zero: lowest compared OMol25 entry of this formula, charge and spin) values are 0.971, 2.824, 2.970 eV.